[1]
{"formula": "C5H9BrO", "method": "ωB97M-V/def2-TZVPD", "e_above_lowest_kcal_mol": 63.51, "e_homo_ev": [-8.985, -8.933], "symbols": ["C", "C", "C", "C", "C", "O", "Br", "H", "H", "H", "H", "H", "H", "H", "H", "H"], "positions_angstrom": [[-0.725344, -1.220662, -0.866526], [-0.269287, 0.907180, -1.678733], [-0.107768, 0.145982, -0.380930], [-1.012525, 0.761053, 0.659368], [1.247012, 0.304183, 0.302759], [-1.743867, -0.721376, -1.757063], [-0.719124, 2.641698, -1.718465], [0.092767, -1.758261, -1.354460], [-1.075536, -1.932334, -0.143811], [0.034579, 0.421060, -2.576185], [-2.120587, 0.734312, 0.310351], [-0.628485, 1.893601, 0.608383], [-0.889768, 0.444684, 1.660961], [2.129664, 0.244752, -0.358770], [1.263086, -0.376678, 1.080404], [1.350457, 1.293234, 0.658732]], "forces_ev_per_a": [[0.8, 1.7, -1.3], [-2.1, -3.5, 0.6], [-0.7, -0.6, 1.0], [-1.8, 3.6, -2.0], [1.0, 0.2, -3.0], [2.4, 1.4, 0.8], [-0.1, 1.1, -0.7], [0.0, -0.2, -0.7], [-0.6, 0.1, 0.9], [0.5, 0.2, -0.6], [1.8, 0.0, 0.8], [-1.5, -2.2, 0.8], [0.2, -0.7, 0.8], [-0.3, -0.8, 0.1], [0.5, -1.4, 1.6], [-0.2, 1.1, 0.8]]}

=====

[2]
{"formula": "C5H9CdO5", "method": "ωB97M-V/def2-TZVPD", "spin_multiplicity": 2, "s_squared": 0.752, "e_homo_ev": [-7.747, -7.725], "symbols": ["C", "C", "O", "Cd", "H", "H", "H", "H", "H", "C", "C", "O", "C", "O", "O", "O", "H", "H", "H", "H"], "positions_angstrom": [[-1.333714, 2.699165, -1.096663], [-0.773247, 1.298075, -1.148493], [0.057714, 0.953032, -0.028701], [0.546815, 2.343444, 1.342749], [-1.956756, 2.873010, -1.984133], [-1.981452, 2.834882, -0.217939], [-0.536065, 3.458072, -1.112799], [-0.181823, 1.161199, -2.066939], [-1.601049, 0.573816, -1.212300], [0.411740, -0.744321, 0.086557], [0.907570, -1.093128, 1.486465], [1.371338, -2.420212, 1.580402], [0.470131, -3.386355, 1.169766], [-0.412537, -2.926900, 0.388318], [0.836918, -4.550765, 1.305801], [1.477726, -0.712109, -0.777497], [-0.617587, -0.970672, -0.213750], [0.089493, -0.897672, 2.192411], [1.820111, -0.520877, 1.717116], [1.404674, 0.028316, -1.410370]], "forces_ev_per_a": [[0.0, 0.2, 0.1], [-0.1, -0.8, -0.4], [-0.6, -0.1, -0.1], [0.5, 1.0, 1.2], [0.2, -0.1, 0.2], [0.2, 0.0, -0.2], [-0.2, -0.1, 0.1], [-0.1, 0.1, 0.1], [0.2, 0.2, 0.1], [0.3, 0.9, -1.2], [-0.1, -0.4, 0.0], [0.6, 1.4, 1.3], [0.4, -2.1, -3.3], [-0.6, 0.3, 0.8], [-0.4, 0.8, 1.1], [-0.4, -0.4, -0.1], [0.9, -0.4, -0.1], [0.1, 0.0, 0.0], [-0.4, 0.3, -0.1], [-0.2, -0.9, 0.3]]}

=====

[3]
{"formula": "C5H9Cl", "method": "ωB97M-V/def2-TZVPD", "smiles": "CC/C=C(/C)Cl", "e_above_lowest_kcal_mol": 26.89, "e_homo_ev": -9.449, "symbols": ["C", "C", "C", "C", "C", "Cl", "H", "H", "H", "H", "H", "H", "H", "H", "H"], "positions_angstrom": [[3.015161, 0.075872, -0.211985], [1.590745, -0.448725, 0.332525], [0.573963, 0.711643, 0.095844], [-0.695079, 0.508245, -0.000127], [-1.829172, 1.491550, -0.021154], [-1.406928, -1.151198, -0.075687], [3.372329, 1.044311, 0.269888], [3.751001, -0.742502, -0.086952], [3.130545, 0.432505, -1.288617], [1.371400, -1.302145, -0.303852], [1.592651, -0.701340, 1.406915], [0.955015, 1.737724, 0.005246], [-1.310534, 2.577239, -0.125818], [-2.242213, 1.312534, 0.952211], [-2.636129, 1.180527, -0.712954]], "forces_ev_per_a": [[0.4, 0.7, 0.3], [1.2, 2.7, -1.8], [2.5, -1.2, 0.4], [-2.9, -0.8, -0.9], [1.8, 1.3, -0.4], [0.6, 0.5, 0.3], [-0.4, -1.5, 0.2], [-0.1, 0.7, 0.1], [-1.1, -1.0, 1.0], [-0.4, -0.1, 0.4], [0.3, 0.0, -0.6], [-0.2, -0.4, 0.3], [-1.9, -2.4, 0.1], [-0.5, 0.7, 0.8], [0.7, 0.7, -0.1]]}

=====

[4]
{"formula": "C5H9Cl2N", "method": "ωB97M-V/def2-TZVPD", "e_above_lowest_kcal_mol": 59.49, "e_homo_ev": -8.875, "symbols": ["C", "C", "C", "C", "C", "N", "Cl", "Cl", "H", "H", "H", "H", "H", "H", "H", "H", "H"], "positions_angstrom": [[2.458213, -0.012321, 0.104040], [-0.383857, 0.944997, -0.979444], [-1.097905, -1.369247, -0.445474], [-0.796414, 0.330394, 1.436910], [-0.524556, -0.089349, 0.062101], [1.441867, -0.677151, 0.244968], [3.998190, -0.874237, -0.103034], [2.642222, 1.762111, -0.046520], [0.105748, 1.788215, -0.521271], [0.218968, 0.622017, -1.981910], [-1.310187, 1.277623, -1.432979], [-2.018680, -1.752942, -0.017535], [-0.330585, -2.062596, -0.344305], [-1.176194, -1.153229, -1.494108], [-0.603351, -0.399466, 2.359909], [-0.615891, 1.382143, 1.803099], [-2.007582, 0.283035, 1.355546]], "forces_ev_per_a": [[-0.4, -0.4, -0.3], [1.6, 0.4, -2.4], [-0.2, 1.1, -0.4], [-3.8, -0.3, 2.9], [3.1, -0.7, 0.4], [-2.1, 0.5, -0.3], [0.1, 0.5, 0.2], [0.2, -0.4, 0.1], [0.2, 0.5, -0.3], [-1.1, 0.4, 2.7], [-0.7, -0.1, 0.4], [-0.1, 0.3, 0.2], [1.2, -1.6, 0.2], [-0.6, -0.6, -0.7], [0.0, 1.3, -2.5], [0.4, -1.1, -0.9], [2.2, 0.3, 0.6]]}

=====

[5]
{"formula": "C5H9Cl2N3O2", "method": "ωB97M-V/def2-TZVPD", "smiles": "O=NN(CCCl)C(=O)NCCCl", "e_above_lowest_kcal_mol": 0.00, "e_homo_ev": -9.821, "symbols": ["O", "N", "N", "C", "C", "Cl", "C", "O", "N", "C", "C", "Cl", "H", "H", "H", "H", "H", "H", "H", "H", "H"], "positions_angstrom": [[1.350699, 2.068310, 0.041674], [0.267798, 2.063753, 0.616839], [-0.459129, 0.976657, 0.638142], [-1.741391, 1.142112, 1.301849], [-2.686395, 1.973722, 0.443789], [-2.984537, 1.160585, -1.119734], [-0.176797, -0.338415, 0.100254], [-0.892858, -1.265435, 0.393475], [0.885047, -0.387375, -0.711205], [1.330408, -1.643285, -1.264972], [2.411582, -2.294830, -0.410514], [3.870454, -1.261112, -0.356836], [-2.147202, 0.141819, 1.469585], [-1.584462, 1.652270, 2.255003], [-3.648837, 2.093304, 0.938315], [-2.247828, 2.946601, 0.222062], [1.502062, 0.424349, -0.763101], [1.705737, -1.462044, -2.274358], [0.466847, -2.313322, -1.306267], [2.709763, -3.254376, -0.829822], [2.069039, -2.423287, 0.615823]], "forces_ev_per_a": [[-0.8, -0.3, 0.3], [0.9, 1.1, -0.2], [-0.1, -0.9, -0.1], [-0.5, 0.2, 0.1], [0.1, -0.1, 0.1], [0.0, 0.0, 0.0], [0.4, 0.2, -0.2], [-0.1, -0.2, 0.1], [0.5, 0.2, -0.2], [0.0, -0.3, 0.1], [-0.2, 0.0, -0.1], [0.0, 0.0, 0.0], [0.1, 0.3, 0.0], [0.0, -0.1, -0.1], [0.1, 0.0, 0.0], [-0.1, -0.1, 0.0], [-0.4, -0.2, 0.1], [0.0, -0.1, 0.1], [0.1, 0.0, -0.1], [0.0, 0.0, 0.1], [0.0, 0.0, -0.1]]}

=====

[6]
{"formula": "C5H9Cl2NSi", "method": "ωB97M-V/def2-TZVPD", "e_above_lowest_kcal_mol": 60.80, "e_homo_ev": -9.129, "symbols": ["C", "C", "C", "C", "C", "N", "Si", "Cl", "Cl", "H", "H", "H", "H", "H", "H", "H", "H", "H"], "positions_angstrom": [[-0.876480, -1.734672, 0.416740], [1.316638, 1.921272, 0.201886], [0.902568, 0.580914, 0.767410], [0.849959, -0.433976, -0.466990], [0.356779, -1.858404, -0.138955], [-1.899148, -1.680175, 0.889881], [-3.934760, 0.509435, 0.246448], [-4.123827, -0.949634, -1.115157], [-2.306580, 1.536919, -0.464453], [2.105005, 1.765666, -0.567387], [1.980028, 2.565251, 0.799768], [0.485563, 2.560742, -0.262268], [1.741470, 0.171193, 1.284504], [-0.010919, 0.595489, 1.301710], [0.283128, -0.102326, -1.376795], [1.819735, -0.495621, -0.950725], [0.192119, -2.516433, -1.124161], [1.118723, -2.435647, 0.558539]], "forces_ev_per_a": [[-1.2, -0.7, 1.1], [0.7, 1.7, -1.4], [1.0, -0.9, -3.2], [-0.4, 0.5, -1.0], [4.4, -1.9, -2.4], [-2.5, 0.5, 1.3], [-0.4, 0.4, 1.4], [-0.4, -0.9, -1.2], [0.7, 0.5, -0.4], [-0.9, -0.3, -0.3], [-1.0, -0.1, 0.8], [1.2, -1.1, 0.8], [0.3, -0.1, 1.2], [-0.7, -0.1, 0.7], [-0.3, 0.2, 1.2], [0.6, -0.1, 0.5], [0.7, 1.4, 2.0], [-1.7, 1.1, -1.3]]}

=====

[7]
{"formula": "C5H9ClFI2N2", "method": "ωB97M-V/def2-TZVPD", "e_above_lowest_kcal_mol": 0.00, "total_charge": 1, "e_homo_ev": [-12.115, -12.115], "symbols": ["C", "C", "C", "C", "C", "N", "N", "F", "Cl", "I", "I", "H", "H", "H", "H", "H", "H", "H", "H", "H"], "positions_angstrom": [[-0.870752, -0.331635, -1.774622], [-0.967341, 0.261568, -2.937435], [2.074460, 0.608298, -0.186682], [-0.950261, -0.819703, 2.326499], [-0.251562, 0.685642, 0.520395], [0.907587, 1.307860, 0.289540], [-0.267091, -0.653808, 1.023363], [-1.473822, -0.239874, -4.069171], [-1.427174, -1.907763, -1.350934], [-0.216996, 2.231709, -3.130312], [-0.853353, -2.897149, 2.933299], [2.872157, 1.324543, -0.356692], [2.437469, -0.130205, 0.532632], [1.842311, 0.104569, -1.133695], [-0.468795, -0.217116, 3.097418], [-1.998466, -0.538277, 2.228844], [-1.145930, 1.270195, 0.657357], [0.824953, 2.267316, -0.026116], [-0.767173, -1.324224, 0.274795], [0.699777, -1.001946, 1.081517]], "forces_ev_per_a": [[0.4, 1.0, 2.0], [0.1, 0.2, -0.3], [0.4, -0.3, -0.2], [-0.3, -0.6, 0.9], [0.5, 0.1, -2.5], [-1.0, -0.2, 0.5], [0.1, -0.8, -0.6], [0.1, 0.1, 0.3], [-0.2, -0.2, -0.4], [-0.2, -0.5, 0.0], [0.0, 0.7, -0.3], [0.0, 0.0, 0.1], [0.0, 0.1, 0.0], [-0.1, 0.0, 0.0], [0.0, -0.1, -0.2], [0.2, -0.1, -0.1], [-0.1, 0.0, 0.1], [-0.2, -0.1, 0.1], [0.4, 0.6, 0.6], [-0.3, -0.1, 0.0]]}